Molecular formula: C8H16ORuS4
Method: DFT, ωB97M-V/def2-TZVPD

XYZ file:
```
30
C8H16ORuS4 ωB97M-V/def2-TZVPD
Ru -0.022 0.000 -1.623
C -1.568 2.623 -0.343
C -2.158 1.434 0.411
S -1.971 -0.060 -0.619
C -2.072 -1.557 0.417
C -1.425 -2.712 -0.342
S 0.045 -2.363 -1.383
C 1.552 -2.621 -0.347
C 2.158 -1.462 0.455
S 1.845 0.056 -0.505
C 2.070 1.585 0.460
C 1.410 2.710 -0.346
S -0.079 2.362 -1.382
H -1.347 3.436 0.347
H -2.293 3.004 -1.063
H -3.231 1.579 0.536
H -1.681 1.260 1.370
H -3.135 -1.753 0.553
H -1.593 -1.354 1.369
H -2.130 -3.131 -1.061
H -1.153 -3.515 0.343
H 2.270 -2.973 -1.088
H 1.348 -3.456 0.323
H 3.239 -1.598 0.528
H 1.722 -1.322 1.437
H 3.142 1.773 0.544
H 1.629 1.418 1.436
H 2.109 3.099 -1.086
H 1.153 3.535 0.319
O 0.165 0.004 0.343
```

Properties
Gap between HOMO and LUMO ... 0.2763 hartree
F_max ... 0.052 Eh/bohr
Charge ... +2
HOMO level ... -15.968 eV